Record 1
Computed, not measured: a 10-piece molecular cluster, C20H46O31S7 overall in a non-equilibrium geometry, with ωB97M-V with the def2-TZVPD basis set.

Last column: Löwdin charge in e.
Positions of all 104 atoms, in Å:
1 C 1.75734 -3.07034 -3.75291  -0.080
2 C 0.51600 -2.23248 -3.79227  -0.312
3 O 0.03774 -2.15933 -5.13453  -0.065
4 H 2.56761 -2.71697 -4.39064  0.086
5 H 1.50735 -4.08350 -4.06772  0.086
6 H 2.22132 -2.96774 -2.77194  0.046
7 H 0.68872 -1.23494 -3.38829  0.095
8 H -0.24667 -2.65528 -3.13832  0.093
9 H -0.44327 -1.34850 -5.31557  0.014
10 C 2.79656 3.52039 -1.45765  -0.083
11 C 2.12112 4.81561 -1.32769  -0.349
12 O 2.91099 5.89970 -1.78225  -0.064
13 H 3.55319 3.52848 -0.67310  0.079
14 H 3.23970 3.31722 -2.43256  0.092
15 H 2.18736 2.67900 -1.12741  0.053
16 H 1.91385 5.03571 -0.28045  0.110
17 H 1.19088 4.76629 -1.89367  0.112
18 H 2.31615 6.64897 -1.86194  0.080
19 C -2.13855 -0.82856 4.12769  -0.100
20 C -2.96360 -2.04606 3.78298  -0.333
21 O -2.94722 -3.09322 4.76618  -0.050
22 H -2.36245 -0.49301 5.14030  0.077
23 H -2.42192 0.04627 3.54249  0.070
24 H -1.08161 -1.04166 3.96780  0.053
25 H -2.63671 -2.31083 2.77742  0.062
26 H -3.96492 -1.65758 3.59710  0.108
27 H -2.07420 -3.48989 4.81200  0.076
28 C -4.78104 -1.76756 -0.90077  -0.155
29 C -3.57078 -1.21169 -0.08163  -0.150
30 O -2.54752 -1.98495 -0.63627  -0.256
31 S -2.91450 -3.59795 -0.81493  0.766
32 O -2.82296 -4.17824 0.53826  -0.244
33 O -2.14191 -4.21545 -1.86061  -0.216
34 O -4.50062 -3.12938 -1.19132  -0.207
35 H -4.79485 -1.29444 -1.88264  0.106
36 H -5.74998 -1.66857 -0.41141  0.137
37 H -3.63153 -1.42937 0.98468  0.116
38 H -3.44584 -0.16176 -0.34648  0.127
39 C -0.95015 4.44045 0.98645  -0.243
40 C -2.25761 4.22481 1.71189  -0.148
41 O -2.97327 3.28339 0.90610  -0.198
42 S -2.65926 3.56345 -0.69518  0.747
43 O -3.68859 4.38426 -1.29276  -0.225
44 O -2.27236 2.29616 -1.30418  -0.257
45 O -1.26775 4.43507 -0.33944  -0.186
46 H -0.29291 3.59709 1.19830  0.098
47 H -0.36494 5.33933 1.18046  0.144
48 H -2.83650 5.14803 1.68681  0.137
49 H -2.13237 3.80784 2.71118  0.134
50 C -3.79833 0.29414 -5.24982  -0.208
51 C -3.01027 -0.09832 -4.00331  -0.145
52 O -1.69236 0.52571 -4.10369  -0.227
53 S -1.42603 1.22130 -5.63596  0.810
54 O -0.75791 0.23929 -6.48923  -0.244
55 O -0.92710 2.60961 -5.57704  -0.234
56 O -3.09370 1.27773 -5.94553  -0.194
57 H -4.76560 0.73898 -5.01616  0.134
58 H -4.01373 -0.52707 -5.93343  0.131
59 H -2.91796 -1.18399 -4.03321  0.130
60 H -3.57402 0.24788 -3.13704  0.112
61 C 2.35617 -4.30174 0.58908  -0.143
62 C 1.21583 -4.88821 -0.35193  -0.154
63 O 0.05480 -4.23434 0.10662  -0.243
64 S 0.15824 -4.18794 1.80701  0.773
65 O -0.22421 -5.52104 2.29666  -0.232
66 O -0.48701 -2.98770 2.38050  -0.255
67 O 1.78509 -3.91964 1.84851  -0.197
68 H 2.82919 -3.42836 0.14015  0.096
69 H 3.17939 -4.99584 0.75827  0.131
70 H 1.14758 -5.97449 -0.29333  0.129
71 H 1.31102 -4.62420 -1.40517  0.114
72 C 0.77609 1.66558 5.62571  -0.212
73 C 2.00535 2.51551 5.89076  -0.208
74 O 1.49240 3.78249 6.17269  -0.191
75 S 0.25100 4.04595 4.99192  0.775
76 O 0.84252 4.40718 3.69657  -0.256
77 O -0.79475 4.94612 5.49137  -0.247
78 O -0.20668 2.46875 5.06620  -0.198
79 H 0.28630 1.14272 6.44718  0.140
80 H 1.08904 0.87470 4.94403  0.120
81 H 2.65993 2.67133 5.03324  0.128
82 H 2.57526 2.18078 6.75752  0.141
83 C 5.21237 -1.75026 0.65280  -0.193
84 C 5.17397 -0.24743 0.59615  -0.173
85 O 5.45192 0.02705 -0.75270  -0.185
86 S 4.66762 -0.97109 -1.74218  0.752
87 O 5.58142 -1.32480 -2.84420  -0.232
88 O 3.24761 -0.57338 -1.94993  -0.252
89 O 4.78241 -2.14940 -0.60061  -0.225
90 H 4.61348 -2.26012 1.40744  0.136
91 H 6.26386 -2.03283 0.70403  0.136
92 H 5.85592 0.28654 1.25792  0.148
93 H 4.15820 0.07380 0.82661  0.105
94 C -0.01276 0.27641 -0.90977  -0.177
95 C 0.32238 -0.95527 -0.08560  -0.217
96 O 1.41327 -0.53245 0.68064  -0.205
97 S 1.07891 1.00972 1.29665  0.804
98 O 2.26062 1.87876 1.52047  -0.248
99 O 0.05233 0.82151 2.38868  -0.272
100 O 0.26560 1.41001 -0.09691  -0.215
101 H -1.01803 0.11891 -1.30056  0.105
102 H 0.62648 0.33452 -1.79073  0.116
103 H 0.55907 -1.82653 -0.69634  0.127
104 H -0.52971 -1.30478 0.49741  0.099

Properties
strongest force on any atom = 0.0900 Eh/bohr
orbital gap = 9.9 eV
HOMO energy = -0.3676 Ha
SMILES = O=S1(=O)OCCO1.O=S1(=O)OCCO1.O=S1(=O)OCCO1.O=S1(=O)OCCO1.O=S1(=O)OCCO1.O=S1(=O)OCCO1.O=S1(=O)OCCO1.CCO.CCO.CCO


Record 2
Computed, not measured: a 2-piece molecular cluster, C3H6N4S overall in a non-equilibrium geometry, with ωB97M-V with the def2-TZVPD basis set.

Last column: Löwdin charge in e.
Positions of all 14 atoms, in Å:
1 C -2.03955 0.28460 -0.81892  -0.435
2 C 1.36801 -0.60854 -0.61480  -0.959
3 C 1.49607 -0.94963 1.74620  -0.101
4 N -1.91084 1.35171 -0.31089  0.144
5 N 1.92987 0.50685 -1.17577  0.120
6 N -2.03776 -0.88419 -1.09728  0.147
7 N 1.07136 -0.51330 0.64953  -0.059
8 S 1.00228 -1.94091 -1.49556  0.865
9 H 0.85087 -0.79632 2.61311  0.048
10 H -1.97099 2.32885 -0.67159  0.094
11 H 2.42990 -1.61663 2.02242  0.094
12 H 2.06007 1.23775 -0.61485  0.043
13 H 2.02318 0.55890 -2.15618  0.074
14 H -1.34785 -1.42024 -1.49668  -0.074

Properties
spin multiplicity = 3
ΔE to the lowest compared entry with this formula, charge and spin = 19.5 kcal/mol
strongest force on any atom = 0.1066 Eh/bohr
orbital gap (spin up / spin down) = 5.9 / 6.4 eV
HOMO energy (spin up / spin down) = -0.1924 / -0.3453 Ha


Record 3
Computed, not measured: C52H34Cl2N5O4Zr as an isolated structure, with ωB97M-V with the def2-TZVPD basis set.

Last column: Löwdin charge in e.
Positions of all 98 atoms, in Å:
1 Zr 0.18555 -0.10598 -0.03526  1.849
2 C -0.31068 -0.32397 -7.91991  -0.075
3 C 0.27950 0.71265 -7.21098  -0.067
4 C 0.31276 0.67536 -5.82447  -0.029
5 C -0.24318 -0.40088 -5.14093  -0.233
6 C -0.83289 -1.43857 -5.85470  -0.027
7 C -0.86662 -1.39876 -7.24126  -0.066
8 C -0.21032 -0.44265 -3.64779  -0.064
9 C -1.19925 0.25118 -2.96070  -0.233
10 C -2.23342 1.02389 -3.58245  0.035
11 C -2.97139 1.57862 -2.59251  0.031
12 C -2.42277 1.12721 -1.34846  -0.275
13 N -1.32984 0.31831 -1.59067  -0.079
14 C -2.98423 1.38059 -0.09930  -0.071
15 C -2.65967 0.66872 1.05606  -0.213
16 C -3.38254 0.73005 2.29607  0.035
17 C -2.85327 -0.20582 3.11673  0.039
18 C -1.75704 -0.81262 2.41585  -0.221
19 C -0.85470 -1.70316 2.98970  -0.070
20 C -1.12610 -2.16678 4.38445  -0.228
21 C -0.79558 -1.36674 5.47333  -0.035
22 C -1.03726 -1.80672 6.76624  -0.065
23 C -1.61491 -3.05057 6.97839  -0.073
24 C -1.94949 -3.85140 5.89606  -0.063
25 C -1.70474 -3.41236 4.60265  -0.024
26 C 0.30251 -2.18078 2.37594  -0.221
27 N 0.71349 -1.88997 1.09116  -0.015
28 C 1.88749 -2.58701 0.88367  -0.220
29 C 2.54848 -2.70012 -0.34101  -0.058
30 C 3.77072 -3.55359 -0.39751  -0.205
31 C 3.69469 -4.91499 -0.11202  -0.036
32 C 4.82949 -5.70950 -0.16915  -0.061
33 C 6.05331 -5.15188 -0.51098  -0.071
34 C 6.13513 -3.79980 -0.81019  -0.062
35 C 4.99899 -3.00621 -0.75949  -0.039
36 C 2.07658 -2.16679 -1.54078  -0.215
37 C 2.60277 -2.49995 -2.83536  0.035
38 C 1.81486 -1.89989 -3.75604  0.037
39 C 0.79858 -1.18352 -3.04087  -0.208
40 N 0.97739 -1.34980 -1.68842  -0.017
41 C 2.24629 -3.26908 2.09114  0.028
42 C 1.26497 -3.03635 2.99794  0.036
43 N -1.67600 -0.28810 1.14904  -0.029
44 C -4.06956 2.39889 -0.03185  -0.217
45 C -5.39528 2.02213 0.16508  -0.036
46 C -6.39521 2.98186 0.20425  -0.064
47 C -6.07731 4.32432 0.05077  -0.073
48 C -4.75839 4.70497 -0.14741  -0.064
49 C -3.75776 3.74529 -0.19358  -0.026
50 H -0.33726 -0.29403 -9.00106  0.108
51 H 0.71557 1.55122 -7.73769  0.108
52 H 0.77303 1.48296 -5.26748  0.123
53 H -1.26751 -2.27565 -5.32155  0.126
54 H -1.32834 -2.20807 -7.79132  0.109
55 H -2.37652 1.10971 -4.64690  0.127
56 H -3.84189 2.20622 -2.68786  0.127
57 H -4.20586 1.39416 2.49841  0.121
58 H -3.16277 -0.46105 4.11670  0.125
59 H -0.35273 -0.39101 5.30815  0.112
60 H -0.77495 -1.17927 7.60784  0.109
61 H -1.80497 -3.39405 7.98647  0.108
62 H -2.40231 -4.82051 6.05866  0.109
63 H -1.96594 -4.03667 3.75665  0.126
64 H 2.73746 -5.35570 0.13969  0.126
65 H 4.75654 -6.76689 0.04828  0.110
66 H 6.93976 -5.77075 -0.55015  0.109
67 H 7.08512 -3.36063 -1.08535  0.109
68 H 5.06111 -1.95340 -1.00352  0.104
69 H 3.44739 -3.14467 -3.00925  0.123
70 H 1.89390 -1.94819 -4.82936  0.126
71 H 3.13402 -3.86517 2.22197  0.123
72 H 1.19372 -3.41579 4.00406  0.127
73 H -5.64402 0.97315 0.27366  0.126
74 H -7.42402 2.68015 0.35007  0.109
75 H -6.85850 5.07216 0.08241  0.108
76 H -4.50781 5.75086 -0.26629  0.109
77 H -2.72582 4.04018 -0.34764  0.111
78 O 0.46351 1.09875 1.87975  -0.155
79 C 1.36210 0.83755 2.69464  -0.145
80 C 2.67872 0.39986 2.34509  -0.122
81 C 3.60659 0.16974 3.37146  0.074
82 C 4.91163 -0.06360 3.03642  -0.130
83 C 5.35189 -0.01213 1.70992  0.042
84 C 4.45705 0.23014 0.69738  0.019
85 C 3.08583 0.37327 0.98265  -0.332
86 O 2.22447 0.50135 0.01123  -0.250
87 N 5.88478 -0.34115 4.10322  -0.354
88 O 7.00296 -0.66178 3.76181  0.093
89 O 5.47001 -0.35036 5.24357  0.087
90 H 1.16082 1.01431 3.75888  0.148
91 H 3.30663 0.18010 4.41116  0.138
92 H 6.40112 -0.16991 1.50313  0.131
93 H 4.77516 0.28093 -0.33485  0.125
94 Cl 0.30340 2.65359 -0.97246  0.666
95 C 1.42031 3.58950 0.06861  -0.917
96 Cl 0.62596 4.20849 1.50261  0.595
97 H 1.76657 4.41663 -0.53850  0.038
98 H 2.22635 2.91823 0.34105  0.017

Properties
strongest force on any atom = 0.0183 Eh/bohr
charge = +1
orbital gap = 6.0 eV
HOMO energy = -0.3674 Ha